1.
{
  "formula": "C5H12N",
  "method": "ωB97M-V/def2-TZVPD",
  "elements": ["C", "C", "N", "C", "C", "C", "H", "H", "H", "H", "H", "H", "H", "H", "H", "H", "H", "H"],
  "positions_angstrom": [[-0.296, 0.781, -1.729], [-0.868, 0.484, -0.331], [0.149, 1.081, 0.675], [1.253, -0.026, 0.999], [0.464, -1.323, 0.828], [-0.740, -1.037, 0.003], [-0.223, 1.827, -1.846], [0.673, 0.403, -2.046], [-1.062, 0.549, -2.584], [-1.821, 0.816, -0.194], [0.648, 1.936, 0.384], [-0.446, 1.419, 1.382], [1.401, -0.005, 2.112], [2.097, -0.163, 0.344], [0.123, -1.640, 1.884], [1.059, -2.114, 0.365], [-0.739, -1.744, -0.821], [-1.672, -1.244, 0.575]],
  "forces_ev_per_angstrom": [[-2.3, -2.2, -2.5], [4.6, -0.8, -0.4], [1.6, -0.7, -1.7], [-3.1, -0.7, 2.9], [-0.2, 0.9, -1.4], [1.2, 0.1, 0.2], [0.0, 1.9, 0.4], [0.1, -0.5, 0.5], [1.3, 0.0, 1.7], [-2.4, 1.4, 0.5], [-0.3, -0.2, -0.6], [-0.3, 0.1, 2.4], [1.0, 0.8, -1.2], [0.5, 1.3, -0.3], [-0.1, -0.3, -0.6], [0.1, -0.4, 0.7], [-0.7, -0.6, -0.4], [-1.0, -0.1, -0.3]],
  "e_lumo_ev": [-7.8, -15.6],
  "total_charge": 2,
  "multiplicity": 2
}

2.
{
  "formula": "C3H7N2O4",
  "method": "ωB97M-V/def2-TZVPD",
  "elements": ["N", "C", "N", "C", "O", "O", "C", "O", "O", "H", "H", "H", "H", "H", "H", "H"],
  "positions_angstrom": [[1.838, -1.180, -0.857], [1.979, -0.103, -0.107], [0.943, 0.617, 0.282], [-0.509, 0.582, -0.125], [-0.878, 1.849, 0.100], [-0.593, 0.200, -1.413], [-1.205, -0.418, 0.941], [-0.606, -0.962, 1.817], [-2.424, -0.366, 0.696], [2.577, -1.849, -0.832], [0.990, -1.237, -1.443], [2.805, -0.072, 0.552], [1.070, 1.272, 0.996], [-1.839, 1.942, 0.138], [-1.241, 0.792, -1.958], [-2.906, -1.066, 1.213]],
  "forces_ev_per_angstrom": [[-0.6, 1.5, -0.5], [-3.0, -1.7, 1.4], [0.0, -0.5, -1.9], [1.8, -1.1, 1.8], [-0.8, 1.6, 0.2], [-1.8, 0.5, -2.6], [4.7, 1.4, -0.5], [0.0, -0.4, 0.0], [-5.1, -1.4, -0.2], [0.2, -0.4, -0.6], [0.8, -0.5, 0.4], [1.3, 0.5, 0.1], [0.5, 1.2, 1.1], [-0.1, 0.0, 0.2], [1.8, -1.5, 1.5], [0.2, 0.9, -0.3]],
  "e_lumo_ev": -3.6,
  "smiles": "[NH2+]=CNC(O)(O)C(=O)O",
  "total_charge": 1
}

3.
{
  "formula": "C20H41N2O2P3RuS",
  "method": "ωB97M-V/def2-TZVPD",
  "elements": ["P", "C", "H", "H", "H", "C", "H", "H", "H", "C", "H", "H", "H", "P", "C", "H", "H", "H", "C", "H", "H", "H", "C", "H", "H", "H", "P", "C", "H", "H", "H", "C", "H", "H", "H", "C", "H", "H", "H", "Ru", "C", "O", "C", "O", "C", "C", "C", "C", "C", "C", "H", "H", "H", "H", "H", "H", "C", "N", "C", "S", "N", "C", "H", "H", "H", "H", "H", "H", "H", "H"],
  "positions_angstrom": [[2.653, -0.689, -0.457], [3.447, -0.964, 1.204], [4.554, -1.000, 1.095], [3.148, -1.926, 1.651], [3.227, -0.168, 1.932], [3.393, -2.221, -1.188], [3.417, -2.216, -2.287], [2.848, -3.128, -0.863], [4.445, -2.341, -0.851], [3.851, 0.631, -0.961], [4.885, 0.230, -0.948], [3.827, 1.483, -0.257], [3.669, 1.039, -1.968], [-0.722, 2.601, -0.924], [-0.795, 3.737, 0.541], [-1.318, 4.677, 0.271], [0.208, 4.024, 0.894], [-1.344, 3.307, 1.395], [0.200, 3.831, -1.966], [0.128, 3.637, -3.046], [1.272, 3.866, -1.697], [-0.205, 4.853, -1.803], [-2.485, 2.889, -1.414], [-2.659, 3.970, -1.594], [-3.176, 2.582, -0.607], [-2.793, 2.351, -2.324], [-1.912, -1.948, -0.453], [-2.783, -2.277, 1.157], [-3.359, -3.224, 1.096], [-3.508, -1.485, 1.408], [-2.092, -2.383, 2.010], [-3.490, -1.945, -1.431], [-4.174, -2.741, -1.065], [-3.340, -2.132, -2.504], [-4.029, -0.985, -1.324], [-1.319, -3.694, -0.636], [-2.181, -4.393, -0.643], [-0.676, -3.987, 0.217], [-0.739, -3.878, -1.554], [-0.013, 0.061, -0.541], [1.102, 1.300, 0.835], [1.735, 2.012, 1.559], [-1.596, 0.582, 0.837], [-2.485, 0.912, 1.566], [-1.285, -0.324, -3.832], [-0.636, -1.548, -3.766], [0.763, -1.593, -3.621], [1.500, -0.437, -3.825], [0.851, 0.809, -3.890], [-0.529, 0.844, -4.035], [-2.351, -0.269, -3.947], [-1.161, -2.452, -3.906], [1.239, -2.554, -3.571], [2.537, -0.477, -4.014], [1.447, 1.688, -4.043], [-1.020, 1.714, -4.374], [0.387, 1.509, 5.192], [-0.102, 1.185, 3.830], [0.003, 0.010, 3.274], [0.025, -0.063, 1.586], [0.083, -1.204, 3.811], [-0.423, -1.550, 5.155], [0.869, 0.630, 5.620], [-0.454, 1.835, 5.818], [1.130, 2.306, 5.149], [-0.395, 2.056, 3.314], [0.373, -2.054, 3.261], [-1.174, -2.335, 5.079], [0.408, -1.901, 5.779], [-0.899, -0.676, 5.598]],
  "forces_ev_per_angstrom": [[2.2, -0.7, 0.1], [-0.6, 0.0, 0.9], [-0.8, 0.1, -0.3], [0.0, 0.3, -0.2], [0.1, -0.2, -0.2], [-0.2, -0.5, -0.5], [-0.1, 0.1, 0.3], [0.1, 0.5, -0.1], [-0.7, 0.3, -0.1], [-0.2, 0.6, -0.5], [-0.6, 0.0, 0.0], [-0.1, -0.4, -0.2], [0.0, -0.2, 0.3], [-1.2, 3.1, -0.6], [0.4, -0.3, 1.0], [0.2, -0.7, -0.2], [-0.3, -0.1, -0.2], [0.1, 0.1, -0.3], [0.5, -0.1, -0.6], [0.0, -0.1, 0.3], [-0.4, -0.1, -0.1], [0.0, -0.7, 0.1], [-0.5, -0.5, -0.4], [0.4, -0.5, 0.1], [0.4, 0.1, -0.3], [0.2, 0.1, 0.3], [-1.2, -2.2, 0.1], [0.1, 0.7, 0.9], [0.5, 0.5, -0.3], [0.3, -0.2, -0.2], [-0.2, 0.0, -0.3], [-0.1, 0.5, -0.7], [0.7, 0.4, 0.0], [0.1, 0.1, 0.3], [0.3, -0.3, 0.0], [0.5, -0.3, -0.3], [0.3, 0.6, 0.0], [-0.3, 0.3, -0.3], [-0.2, 0.1, 0.3], [-0.1, 1.6, -3.4], [2.6, 2.2, 0.9], [-1.8, -1.7, -2.4], [-4.0, 0.9, 1.1], [2.6, -0.7, -2.5], [0.1, -1.1, -0.5], [-1.1, 1.6, 0.4], [0.0, -0.5, -1.1], [-0.7, 2.4, 0.3], [2.1, -1.5, -0.5], [-0.5, -0.9, 0.9], [-0.4, -0.1, -0.1], [-0.7, -0.9, 0.2], [0.3, -0.3, 0.3], [1.2, -0.1, 0.2], [0.1, 0.3, -0.1], [-0.5, 1.0, -0.3], [-0.2, -0.2, 0.6], [0.2, 1.4, 0.7], [0.0, -0.5, 1.7], [1.0, -2.9, 4.2], [-0.2, -0.6, 0.4], [0.2, 0.1, 0.5], [-0.1, 0.2, 0.0], [0.2, -0.1, -0.1], [-0.1, 0.0, -0.3], [0.4, -1.7, 0.3], [-0.3, 1.7, 0.4], [0.1, -0.1, -0.2], [-0.2, 0.1, 0.0], [0.1, -0.2, 0.0]],
  "e_lumo_ev": [-13.6, -16.1],
  "total_charge": 4,
  "multiplicity": 5
}

4.
{
  "formula": "H8O16S3Zn",
  "method": "ωB97M-V/def2-TZVPD",
  "elements": ["Zn", "S", "O", "O", "O", "O", "S", "O", "O", "O", "O", "S", "O", "O", "O", "O", "O", "H", "H", "O", "H", "H", "O", "H", "H", "O", "H", "H"],
  "positions_angstrom": [[-0.068, 0.412, 0.088], [-0.364, 1.436, 3.383], [0.180, 0.472, 4.348], [-0.062, 1.003, 1.970], [-1.838, 1.602, 3.510], [0.295, 2.769, 3.591], [0.046, -2.981, 1.047], [-0.068, -1.620, 0.370], [-0.345, -4.010, 0.047], [1.468, -3.165, 1.437], [-0.857, -3.038, 2.210], [-0.532, 0.499, -3.311], [0.668, 0.545, -4.187], [-1.445, -0.582, -3.709], [-0.061, 0.291, -1.889], [-1.241, 1.819, -3.359], [-0.361, 2.463, -0.432], [-0.998, 3.033, 0.004], [0.272, 3.034, -0.868], [2.075, 0.411, -0.188], [2.907, 0.662, 0.212], [2.257, 0.023, -1.058], [2.094, -2.120, -1.432], [2.740, -2.123, -0.718], [1.271, -1.946, -0.921], [-2.332, 0.321, 0.108], [-2.749, 1.157, -0.108], [-2.951, -0.366, -0.146]],
  "forces_ev_per_angstrom": [[-0.5, -1.4, 0.8], [-0.1, 1.0, 0.1], [-0.1, -0.1, -0.1], [0.2, 0.1, 0.2], [0.2, -0.1, 0.1], [0.0, 0.0, -0.2], [-0.2, -0.5, 0.1], [0.1, -0.2, -0.3], [0.1, 0.2, 0.1], [0.0, 0.0, 0.0], [0.1, 0.1, -0.1], [0.0, 0.9, 0.1], [-0.1, 0.0, 0.1], [-0.1, -0.1, 0.0], [0.2, -0.3, -0.7], [0.1, -0.2, -0.1], [-0.3, 0.9, 0.1], [0.1, 0.0, 0.4], [0.0, -0.2, -0.3], [0.5, 0.5, -0.3], [-0.1, 0.0, 0.3], [-0.3, -0.3, -0.1], [0.6, 0.4, -0.2], [-0.2, -0.4, 0.2], [-0.3, -0.2, -0.1], [-0.3, 0.3, 0.3], [0.0, 0.0, -0.2], [0.3, -0.3, -0.2]],
  "e_lumo_ev": 8.7,
  "total_charge": -4
}

5.
{
  "formula": "C5H32NO12",
  "method": "ωB97M-V/def2-TZVPD",
  "elements": ["O", "C", "C", "C", "C", "C", "N", "H", "H", "H", "H", "H", "H", "H", "H", "H", "H", "H", "H", "O", "H", "H", "O", "H", "H", "O", "H", "H", "O", "H", "H", "O", "H", "H", "O", "H", "H", "O", "H", "H", "O", "H", "H", "O", "H", "H", "O", "H", "H", "O"],
  "positions_angstrom": [[1.033, 2.402, -1.511], [1.593, 2.660, -0.478], [1.483, 1.562, 0.595], [2.929, 1.074, 0.867], [3.026, -0.255, 1.607], [4.147, -0.504, 2.273], [0.589, 0.402, 0.103], [2.387, 3.355, -0.136], [0.996, 2.048, 1.481], [3.314, 1.867, 1.517], [3.571, 0.998, -0.020], [2.129, -0.839, 1.886], [5.021, 0.140, 2.219], [4.351, -1.129, 3.149], [-0.157, 0.160, 0.770], [1.294, -0.326, 0.231], [0.305, 0.658, -0.835], [-0.266, -0.604, -2.451], [-0.105, -1.480, -3.740], [0.365, -1.051, -3.020], [2.532, -2.232, -1.361], [2.126, -1.013, -2.248], [2.253, -1.313, -1.342], [0.092, -2.652, 1.409], [-0.518, -2.970, 0.024], [-0.127, -3.376, 0.814], [-2.616, 3.468, 0.237], [-2.756, 3.227, -1.215], [-2.070, 3.280, -0.538], [-0.364, -3.164, 4.657], [-0.768, -1.829, 5.164], [-0.786, -2.351, 4.348], [-4.504, 0.593, -1.763], [-4.801, 1.442, -0.553], [-4.201, 1.391, -1.309], [-2.945, 1.422, -2.839], [-3.212, 0.672, -4.285], [-2.626, 1.167, -3.710], [1.214, 1.674, -3.402], [0.414, 2.410, -4.465], [1.089, 1.732, -4.358], [-3.446, -3.594, -0.720], [-3.369, -3.630, 0.775], [-3.486, -3.006, 0.045], [-2.491, -1.361, 0.891], [-2.654, -0.149, 0.097], [-1.945, -0.650, 0.527], [0.116, -0.667, 3.565], [1.257, 0.244, 3.865], [0.588, 0.097, 3.183]],
  "forces_ev_per_angstrom": [[0.4, 1.7, -0.4], [0.0, -3.3, 0.8], [-0.8, 0.6, 0.5], [-0.5, -0.2, 0.3], [0.1, 0.1, 1.5], [0.8, 0.4, 1.1], [1.9, 1.5, 2.4], [-0.6, 0.8, -1.1], [0.6, -0.9, -0.5], [0.4, -0.2, -0.2], [-0.5, 0.3, -0.2], [0.6, 0.4, -0.6], [-0.1, 0.3, -0.6], [-0.8, -0.8, -0.8], [-0.4, 0.5, -0.5], [-0.5, -0.9, -1.5], [-0.2, -0.4, -0.4], [-0.4, -0.2, -0.5], [-0.2, 0.4, 0.0], [0.1, -0.2, -0.1], [0.0, 0.0, -0.2], [-0.2, -0.4, -0.2], [0.6, 0.3, 0.9], [-0.1, 0.0, -0.1], [0.2, 0.0, 0.4], [-0.1, 0.1, -0.3], [0.3, 0.1, 0.1], [0.3, -0.1, -0.3], [-0.4, 0.0, 0.2], [0.0, -0.2, -0.4], [-0.3, 0.1, -0.1], [0.4, 0.2, 0.5], [0.0, 0.1, -0.1], [0.1, 0.2, -0.1], [-0.3, -0.6, 0.3], [-0.7, -0.3, -0.4], [-0.5, 0.2, 0.6], [1.4, 0.1, -0.2], [-0.1, 0.1, -0.3], [0.0, 0.0, 0.0], [0.1, -0.1, 0.1], [0.0, 0.2, -0.1], [-0.1, 0.2, 0.1], [0.0, -0.5, 0.2], [0.4, -0.5, 0.0], [0.4, 0.4, -0.2], [-0.7, 0.2, 0.1], [-0.2, 0.0, -0.4], [0.1, 0.3, -0.3], [-0.3, -0.4, 0.6]],
  "e_lumo_ev": -2.6,
  "total_charge": 1
}

6.
{
  "formula": "C5H11NO",
  "method": "ωB97M-V/def2-TZVPD",
  "elements": ["C", "C", "C", "C", "N", "C", "O", "H", "H", "H", "H", "H", "H", "H", "H", "H", "H", "H"],
  "positions_angstrom": [[1.114, 0.982, -1.495], [0.931, -0.407, -0.891], [-0.364, -0.548, -0.083], [-0.567, -1.982, 0.403], [-0.272, 0.299, 1.091], [-1.020, 1.303, 1.228], [-0.934, 2.079, 2.324], [0.293, 1.228, -2.180], [1.140, 1.747, -0.712], [2.052, 1.050, -2.057], [0.940, -1.167, -1.683], [1.768, -0.634, -0.218], [-1.214, -0.259, -0.730], [-0.593, -2.689, -0.433], [0.255, -2.259, 1.073], [-1.502, -2.071, 0.966], [-1.787, 1.667, 0.537], [-0.238, 1.660, 2.859]],
  "forces_ev_per_angstrom": [[0.0, 0.0, 0.0], [0.0, -0.1, 0.0], [0.0, -0.1, -0.1], [0.0, 0.0, 0.0], [-0.3, 0.4, 0.1], [0.2, -0.3, -0.2], [0.1, 0.0, 0.1], [0.1, 0.0, 0.1], [0.0, -0.1, -0.1], [-0.1, 0.0, 0.1], [0.0, 0.1, 0.1], [-0.1, 0.0, -0.1], [0.1, 0.0, 0.1], [0.0, 0.1, 0.1], [-0.1, 0.0, -0.1], [0.1, 0.0, -0.1], [0.1, -0.2, 0.0], [-0.1, 0.2, 0.0]],
  "e_lumo_ev": 1.1,
  "smiles": "CC[C@@H](C)/N=C/O"
}

Strongest force on any atom / eV/Å: 4.71; 5.34; 5.20; 1.67; 3.45; 0.48
Relative energy (zero: lowest compared OMol25 entry of this formula, charge and spin) / kcal per mole: 73.33; 7.58; 114.42; 26.21; 59.48; 16.68